No. 1
{"formula": "C2HNO4", "method": "ωB97M-V/def2-TZVPD", "lumo_ha": -0.0278, "gap_ev": 9.82, "smiles": "O=CC(=O)[N+](=O)[O-]", "total_energy_ha": -432.358508, "relative_energy_kj_mol": 405.64, "e_homo_ev": -10.58, "species": ["O", "C", "C", "O", "N", "O", "O", "H"], "coordinates": [[-1.916, -0.819, 0.890], [-0.858, -0.351, 0.996], [0.419, -0.583, -0.232], [0.727, -1.625, -0.705], [0.724, 0.697, -0.825], [1.656, 1.313, -0.489], [-0.199, 1.165, -1.505], [-0.553, 0.203, 1.870]]}


No. 2
{"formula": "C2HNO4", "method": "ωB97M-V/def2-TZVPD", "lumo_ha": -0.0156, "gap_ev": 9.68, "total_energy_ha": -432.308139, "relative_energy_kj_mol": 537.89, "e_homo_ev": -10.11, "species": ["C", "C", "N", "O", "O", "O", "O", "H"], "coordinates": [[-1.493, 0.815, -0.018], [-0.443, -0.113, 0.012], [0.656, -0.725, -0.159], [1.059, -1.858, -0.245], [-1.780, 1.947, -0.016], [1.654, 0.251, -0.030], [-1.873, -0.481, -0.255], [2.219, 0.162, 0.712]]}